The following is a DFT calculation (ωB97M-V/def2-TZVPD) of the ion C5H10NO with charge +1.

Geometry as XYZ:
```
17
Properties=species:S:1:pos:R:3
C -0.572 0.519 -2.308
N -0.775 0.257 -1.107
C -0.688 -1.101 -0.385
C 0.632 -1.100 0.337
C 0.931 0.228 1.269
C -0.061 1.298 1.735
O -0.658 2.048 0.974
H -0.369 1.555 -2.645
H -0.516 -0.306 -3.257
H -0.535 1.054 -0.425
H -1.418 -1.236 0.382
H -0.846 -1.785 -1.229
H 0.876 -1.796 1.050
H 1.484 -1.116 -0.209
H 1.325 -0.243 2.201
H 1.900 0.451 0.816
H -0.708 1.274 2.801
```

Results
Orbital gap in eV: 9.9
Lowest unoccupied orbital energy in eV: -4.5966
Highest occupied orbital energy in eV: -14.5
Net charge: +1
SMILES string: C=[NH+]CCCC=O
Electronic energy in eV: -8874.629

The following is a DFT calculation (ωB97M-V/def2-TZVPD) of the ion C20H25N2 with charge +1.

Geometry as XYZ:
```
47
Properties=species:S:1:pos:R:3
C 3.747 -0.479 1.811
C 2.256 -0.236 1.998
C 1.749 1.052 2.160
C 0.364 1.301 2.324
C -0.022 2.752 2.330
C -0.572 0.228 2.514
C -2.142 0.419 2.809
C -2.952 -0.081 1.610
N -2.837 -0.095 4.134
C -3.989 -1.068 4.400
C -3.737 -1.633 5.763
N -2.730 -0.722 6.284
C -2.288 0.118 5.313
C -1.446 1.227 5.771
C -0.522 1.062 6.788
C 0.207 2.183 7.203
C -0.050 3.449 6.637
C -1.050 3.601 5.655
C -1.777 2.510 5.259
C -0.071 -1.069 2.149
C -0.938 -2.253 2.083
C 1.316 -1.271 1.944
H 3.931 -1.539 1.756
H 4.086 -0.019 0.891
H 4.312 -0.048 2.624
H 2.458 1.884 2.154
H 0.883 3.368 2.187
H -0.731 2.990 1.524
H -0.449 3.064 3.294
H -2.207 1.503 2.837
H -3.696 0.681 1.303
H -2.427 -0.355 0.625
H -3.433 -0.962 1.943
H -5.040 -0.661 4.507
H -4.027 -1.853 3.647
H -4.607 -1.617 6.395
H -3.351 -2.637 5.768
H -2.306 -0.754 7.152
H -0.318 0.103 7.252
H 1.002 2.090 7.995
H 0.513 4.329 6.969
H -1.262 4.554 5.224
H -2.637 2.559 4.579
H -0.309 -3.142 2.146
H -1.627 -2.269 2.934
H -1.519 -2.320 1.160
H 1.672 -2.286 1.775
```

Results
Orbital gap in eV: 8.0
Lowest unoccupied orbital energy in eV: -3.3305
Highest occupied orbital energy in eV: -11.3
Net charge: +1
SMILES string: Cc1cc(C)c([C@@H](C)N2CC[NH+]=C2c2ccccc2)c(C)c1
Electronic energy in eV: -24119.100

The following is a DFT calculation (ωB97M-V/def2-TZVPD) of a structure of composition C14H22O11Rb3.

Geometry as XYZ:
```
50
Properties=species:S:1:pos:R:3
Rb -3.596 1.320 5.082
Rb -4.074 -2.510 1.633
Rb -2.970 5.148 3.805
O -2.976 0.095 2.577
C -2.111 0.766 1.645
C -2.169 2.382 1.512
O -3.358 3.105 1.382
H -2.172 0.246 0.689
H -1.094 0.428 1.845
H -1.502 2.802 0.758
H -1.922 2.786 2.494
C 0.852 -2.214 -2.375
C -0.622 -1.982 -1.941
C -1.170 -0.544 -2.333
O -2.452 -0.979 -2.803
C -2.389 -2.099 -3.460
O -3.178 -2.532 -4.201
O -1.370 -2.830 -2.824
H 0.887 -2.072 -3.455
H 1.069 -3.279 -2.301
H 1.599 -1.703 -1.767
H -0.767 -2.234 -0.891
H -0.561 -0.090 -3.115
H -1.346 0.125 -1.491
C 2.378 -3.356 0.889
C 1.365 -3.170 1.987
C 0.204 -2.122 1.797
O -0.930 -2.879 2.195
C -0.653 -4.182 2.348
O -1.512 -4.994 2.623
O 0.638 -4.400 1.953
H 2.846 -2.428 0.559
H 1.825 -3.754 0.038
H 3.181 -4.080 1.025
H 1.940 -2.869 2.863
H 0.190 -1.863 0.739
H 0.287 -1.271 2.474
C 2.413 2.319 -1.493
C 2.089 3.803 -1.530
C 0.799 4.127 -0.876
O 1.199 4.642 0.405
C 2.565 4.756 0.398
O 3.199 5.387 1.229
O 3.065 4.403 -0.792
H 3.466 2.056 -1.583
H 1.855 1.840 -2.297
H 2.234 1.762 -0.574
H 2.320 4.226 -2.508
H 0.292 3.162 -0.859
H 0.137 4.751 -1.476
```

Results
Orbital gap in eV: 4.6
Lowest unoccupied orbital energy in eV: -3.8033
Highest occupied orbital energy in eV: -8.4
Net charge: +1
Electronic energy in eV: -39354.203

The following is a DFT calculation (ωB97M-V/def2-TZVPD) of a structure of composition C8H30O7.

Geometry as XYZ:
```
45
Properties=species:S:1:pos:R:3
O -2.501 0.200 -2.686
H -3.299 0.445 -3.154
H -2.289 0.968 -2.155
O -2.053 -3.456 -2.809
H -1.388 -4.144 -2.859
H -1.883 -3.019 -1.974
O -3.340 -1.536 0.742
H -3.323 -0.994 1.531
H -2.664 -1.160 0.178
C -0.393 -1.062 0.407
C -0.856 -1.715 -0.965
O -2.157 -1.345 -1.326
H -0.822 -1.373 1.360
H -0.725 -0.033 0.273
H 0.667 -1.194 0.622
H -0.852 -2.802 -0.890
H -0.181 -1.455 -1.781
H -2.173 -0.660 -1.998
C 0.296 1.330 -2.071
C 1.088 1.264 -0.831
O 1.761 2.526 -0.607
H 0.877 1.530 -2.971
H -0.467 2.100 -1.950
H -0.350 0.454 -2.126
H 1.866 0.504 -0.903
H 0.495 1.038 0.054
H 2.486 2.569 -1.234
C 2.706 0.411 1.344
C 3.536 -0.930 1.277
O 4.842 -0.657 0.862
H 2.681 0.855 0.349
H 3.134 1.137 2.035
H 1.752 -0.024 1.643
H 3.048 -1.505 0.490
H 3.433 -1.418 2.246
H 5.306 -1.495 0.793
C -1.581 1.284 1.496
C -0.720 1.575 2.671
O -0.010 2.794 2.575
H -2.361 2.045 1.477
H -2.095 0.336 1.336
H -1.028 1.517 0.586
H -0.031 0.765 2.910
H -1.365 1.691 3.542
H 0.933 2.636 2.491
```

Results
Orbital gap in eV: 10.3
Lowest unoccupied orbital energy in eV: 0.1879
Highest occupied orbital energy in eV: -10.1
Electronic energy in eV: -23109.498

The following is a DFT calculation (ωB97M-V/def2-TZVPD) of a structure of composition C28H84CaN7O11P.

Geometry as XYZ:
```
132
Properties=species:S:1:pos:R:3
Ca 5.879 -23.369 -14.758
P 10.081 -24.783 -15.617
O 8.819 -25.586 -15.626
O 11.040 -25.409 -14.606
O 9.541 -23.451 -15.012
O 10.735 -24.524 -17.054
C 11.234 -17.656 -9.342
C 10.146 -17.890 -10.410
C 9.199 -16.661 -10.667
O 9.898 -15.703 -11.418
C 8.991 -14.779 -12.033
N 10.696 -18.526 -11.683
H 10.715 -17.784 -12.369
H 11.510 -19.110 -11.563
H 10.125 -19.222 -12.142
H 11.451 -18.660 -8.975
H 10.982 -16.998 -8.511
H 12.155 -17.215 -9.723
H 9.540 -18.703 -10.010
H 8.941 -16.346 -9.656
H 8.245 -16.919 -11.127
H 9.562 -13.856 -12.136
H 7.977 -14.709 -11.639
H 8.950 -14.920 -13.113
C 17.955 -22.680 -18.202
C 16.676 -23.517 -18.525
C 17.079 -24.900 -19.182
O 15.959 -25.836 -19.116
C 15.931 -26.943 -20.145
N 15.805 -23.713 -17.248
H 15.676 -22.877 -16.696
H 14.901 -24.025 -17.574
H 16.099 -24.445 -16.617
H 18.206 -21.923 -18.944
H 18.875 -23.260 -18.271
H 18.015 -22.198 -17.226
H 16.004 -22.956 -19.175
H 17.954 -25.458 -18.852
H 17.271 -24.752 -20.245
H 14.874 -27.166 -20.293
H 16.524 -27.829 -19.922
H 16.393 -26.683 -21.098
C 5.423 -33.144 -14.235
C 5.191 -31.594 -13.965
C 4.807 -31.182 -12.512
O 4.753 -29.786 -12.451
C 4.044 -29.361 -11.256
N 6.493 -30.900 -14.416
H 6.426 -29.942 -14.729
H 7.216 -30.959 -13.712
H 6.914 -31.287 -15.248
H 5.718 -33.252 -15.279
H 4.538 -33.651 -13.851
H 6.196 -33.630 -13.640
H 4.450 -31.093 -14.589
H 5.553 -31.543 -11.804
H 4.004 -31.790 -12.096
H 3.018 -29.728 -11.268
H 4.012 -28.275 -11.163
H 4.496 -29.904 -10.426
C 10.744 -26.012 -8.030
C 10.105 -27.407 -8.272
C 9.283 -28.029 -7.135
O 8.673 -29.284 -7.627
C 8.256 -30.023 -6.507
N 9.270 -27.281 -9.556
H 8.686 -26.479 -9.366
H 9.678 -27.001 -10.437
H 8.770 -28.111 -9.842
H 11.598 -26.031 -7.353
H 9.996 -25.357 -7.583
H 11.040 -25.463 -8.924
H 10.850 -28.138 -8.584
H 8.530 -27.345 -6.744
H 9.910 -28.398 -6.323
H 7.750 -30.940 -6.809
H 7.470 -29.460 -6.004
H 9.071 -30.329 -5.851
C 9.658 -18.018 -21.607
C 9.966 -19.502 -21.290
C 11.396 -19.923 -21.888
O 12.115 -18.864 -22.336
C 13.309 -19.302 -23.005
N 9.911 -19.780 -19.811
H 8.934 -19.727 -19.561
H 10.264 -20.690 -19.553
H 10.636 -19.329 -19.271
H 8.643 -17.659 -21.440
H 9.642 -17.953 -22.695
H 10.405 -17.335 -21.202
H 9.215 -20.181 -21.693
H 11.151 -20.580 -22.722
H 11.983 -20.575 -21.242
H 13.197 -20.305 -23.419
H 14.196 -19.406 -22.380
H 13.454 -18.646 -23.864
C 16.151 -29.238 -12.899
C 16.327 -29.710 -14.500
C 16.915 -31.166 -14.483
O 16.989 -31.518 -15.915
C 17.142 -32.926 -16.087
N 14.961 -29.676 -15.056
H 14.402 -28.891 -14.753
H 15.010 -29.656 -16.065
H 14.438 -30.517 -14.857
H 17.103 -29.426 -12.402
H 15.447 -29.817 -12.302
H 15.852 -28.205 -12.726
H 16.976 -29.034 -15.055
H 16.302 -31.885 -13.940
H 17.889 -31.290 -14.011
H 17.883 -33.359 -15.415
H 17.503 -33.260 -17.059
H 16.182 -33.407 -15.897
C 9.462 -26.294 -23.509
C 7.982 -26.362 -23.028
C 6.997 -27.196 -23.883
O 5.802 -27.380 -23.177
C 4.749 -27.821 -23.953
N 7.959 -26.786 -21.570
H 8.419 -27.661 -21.363
H 8.353 -26.104 -20.937
H 7.007 -26.903 -21.256
H 10.168 -25.744 -22.886
H 9.454 -25.734 -24.444
H 9.877 -27.282 -23.706
H 7.648 -25.330 -22.926
H 7.472 -28.144 -24.135
H 6.788 -26.765 -24.862
H 3.912 -28.149 -23.336
H 4.972 -28.678 -24.589
H 4.321 -27.080 -24.628
```

Results
Orbital gap in eV: 3.2
Lowest unoccupied orbital energy in eV: -12.1360
Highest occupied orbital energy in eV: -15.4
Net charge: +6
Electronic energy in eV: -91009.776

The following is a DFT calculation (ωB97M-V/def2-TZVPD) of a cluster of 9 separate species, C40H34BN8O18 in total.

Geometry as XYZ:
```
101
Properties=species:S:1:pos:R:3
O 0.234 1.000 0.021
C -0.215 0.053 0.665
O -1.278 -0.723 0.433
B -1.316 -1.778 1.562
O -0.460 -1.256 2.565
C 0.267 -0.273 2.136
O 1.182 0.279 2.675
O -0.991 -3.114 1.067
C -1.910 -3.948 1.349
O -1.867 -5.178 1.237
C -3.093 -3.083 1.964
O -2.712 -1.795 1.969
O -4.173 -3.550 2.452
C -1.992 -8.071 0.794
C -0.832 -8.820 0.335
N 0.096 -9.458 0.029
H -2.772 -8.832 0.829
H -2.407 -7.469 -0.014
H -1.761 -7.429 1.644
C -4.013 1.123 -0.986
C -3.762 1.574 -2.400
N -3.538 1.876 -3.485
H -3.537 1.764 -0.245
H -3.557 0.169 -0.722
H -5.095 1.176 -0.865
C -1.024 -1.032 5.664
C -2.263 -1.811 5.418
N -3.230 -2.324 5.170
H -0.857 -0.915 6.734
H -1.063 -0.052 5.187
H -0.212 -1.600 5.212
C 3.464 -0.178 -1.486
C 3.173 -0.288 -0.101
C 4.159 -0.231 0.902
C 5.440 -0.058 0.490
C 5.715 0.041 -0.906
C 4.805 -0.066 -1.923
N 6.575 0.050 1.455
O 7.677 0.062 1.004
O 6.327 0.188 2.653
H 2.709 -0.391 -2.228
H 2.148 -0.363 0.232
H 3.848 -0.436 1.916
H 6.751 0.140 -1.191
H 5.116 0.036 -2.952
C -2.613 -2.466 -4.156
C -4.006 -2.282 -4.285
C -4.836 -2.982 -3.365
C -4.348 -3.642 -2.253
C -2.984 -3.981 -2.215
C -2.152 -3.422 -3.238
N -5.335 -4.037 -1.292
O -6.484 -4.338 -1.660
O -4.919 -4.043 -0.184
H -1.887 -2.122 -4.879
H -4.508 -1.629 -4.983
H -5.895 -2.932 -3.573
H -2.477 -4.541 -1.443
H -1.098 -3.645 -3.308
C -0.143 0.779 -4.496
C 0.167 -0.258 -3.612
C 0.606 -1.470 -4.117
C 0.657 -1.740 -5.471
C 0.261 -0.663 -6.293
C -0.239 0.534 -5.834
N 1.167 -2.984 -6.056
O 1.207 -3.072 -7.251
O 1.712 -3.817 -5.374
H -0.303 1.806 -4.200
H 0.242 -0.172 -2.538
H 1.146 -2.111 -3.436
H 0.344 -0.806 -7.360
H -0.595 1.279 -6.530
C -0.749 5.613 3.663
C -0.257 4.621 2.919
C -0.796 4.392 1.667
C -1.862 5.159 1.159
C -2.326 6.139 1.962
C -1.755 6.447 3.193
N -2.523 4.896 -0.115
O -3.338 5.717 -0.624
O -2.313 3.820 -0.753
H -0.418 5.764 4.680
H 0.434 3.859 3.247
H -0.312 3.624 1.081
H -3.159 6.754 1.653
H -2.199 7.379 3.507
C 3.488 3.396 4.452
C 3.323 2.878 3.139
C 3.812 3.535 1.996
C 4.590 4.635 2.117
C 4.557 5.267 3.362
C 4.050 4.668 4.556
N 5.344 5.157 0.962
O 6.259 5.894 1.313
O 5.010 4.946 -0.198
H 2.940 2.787 5.156
H 2.939 1.878 2.999
H 3.612 3.099 1.028
H 5.055 6.209 3.541
H 4.150 5.218 5.481
```

Results
Orbital gap (spin up / spin down) in eV: 5.4 / 1.8
Lowest unoccupied orbital energy (spin up / spin down) in eV: -3.8276 / -7.4606
Spin multiplicity: 2
Highest occupied orbital energy (spin up / spin down) in eV: -9.2 / -9.2
Electronic energy in eV: -91466.258